# 1
{
  "formula": "C23H19ClN4O6S",
  "method": "ωB97M-V/def2-TZVPD",
  "symbols": ["C", "C", "O", "C", "O", "C", "C", "C", "C", "N", "S", "O", "O", "C", "C", "C", "C", "N", "C", "O", "N", "C", "C", "C", "C", "C", "O", "N", "C", "C", "C", "C", "Cl", "C", "C", "H", "H", "H", "H", "H", "H", "H", "H", "H", "H", "H", "H", "H", "H", "H", "H", "H", "H", "H"],
  "coordinates": [[-2.9109, 2.2814, 3.2694], [-3.2041, 1.9689, 1.8119], [-1.9537, 1.6685, 1.1761], [-1.8280, 1.8865, -0.1337], [-2.7598, 2.2098, -0.8471], [-0.4509, 1.7024, -0.6168], [-0.1944, 1.8504, -1.9805], [1.0855, 1.7167, -2.4678], [2.1430, 1.4297, -1.6003], [3.4262, 1.2776, -2.0865], [4.8275, 1.6331, -1.2036], [4.5703, 2.6858, -0.2709], [5.8245, 1.8139, -2.2136], [5.1389, 0.1100, -0.3311], [5.1463, 0.1079, 1.0523], [5.4063, -1.0610, 1.7550], [5.6584, -2.2028, 1.0175], [5.9518, -3.4895, 1.3923], [6.1413, -4.2928, 0.2801], [6.4135, -5.4628, 0.2658], [5.9481, -3.4614, -0.8086], [5.6561, -2.1840, -0.3960], [5.3946, -1.0207, -1.0902], [1.8851, 1.2653, -0.2385], [0.6037, 1.4062, 0.2472], [-4.1798, 0.7711, 1.6955], [-4.4667, 0.0836, 2.6482], [-4.6550, 0.6281, 0.4357], [-5.5515, -0.3228, -0.0553], [-6.1755, -1.2711, 0.7513], [-7.0651, -2.1727, 0.1975], [-7.3351, -2.1321, -1.1605], [-8.4504, -3.2604, -1.8492], [-6.7197, -1.1943, -1.9754], [-5.8318, -0.2945, -1.4214], [-2.1789, 3.0810, 3.3414], [-3.8287, 2.5805, 3.7665], [-2.5251, 1.3914, 3.7584], [-3.6523, 2.8332, 1.3014], [-1.0162, 2.0821, -2.6408], [1.2826, 1.8393, -3.5227], [3.5502, 1.4569, -3.0715], [4.9571, 1.0369, 1.5660], [5.4170, -1.0744, 2.8326], [6.0348, -3.8302, 2.3351], [6.0348, -3.7730, -1.7609], [5.3993, -0.9627, -2.1652], [2.7014, 1.0458, 0.4285], [0.4072, 1.2892, 1.3010], [-4.2776, 1.2650, -0.2670], [-5.9619, -1.2984, 1.8065], [-7.5496, -2.9064, 0.8221], [-6.9358, -1.1700, -3.0318], [-5.3472, 0.4397, -2.0485]],
  "mulliken_charge": [-1.58, 0.22, -0.27, 0.76, -0.82, 0.11, -0.89, -0.73, 1.25, -0.26, 1.34, -0.64, -0.74, 0.06, -0.07, -1.19, 0.81, -0.13, 0.15, -0.60, -0.13, 0.51, -1.08, -0.02, -1.04, 0.51, -0.67, 0.03, 0.33, -0.29, -0.73, 0.36, -0.22, -0.70, -0.43, 0.41, 0.41, 0.32, 0.41, 0.47, 0.34, 0.27, 0.60, 0.37, 0.17, 0.17, 0.36, 0.15, 0.49, 0.14, 0.50, 0.40, 0.40, 0.40],
  "total_charge": 0,
  "relative_energy_ev": 0.199,
  "smiles": "C[C@@H](OC(=O)c1ccc(NS(=O)(=O)c2ccc3[nH]c(=O)[nH]c3c2)cc1)C(=O)Nc1ccc(Cl)cc1",
  "e_homo_ev": -8.39,
  "total_energy_ha": -2416.8144,
  "molar_mass_g_mol": 514.9
}

***

# 2
{
  "formula": "C4H6N4O2S3",
  "method": "ωB97M-V/def2-TZVPD",
  "symbols": ["C", "C", "C", "C", "N", "N", "N", "N", "O", "O", "S", "S", "S", "H", "H", "H", "H", "H", "H"],
  "coordinates": [[-1.1985, 1.9639, 0.0651], [-0.1130, -1.7321, -0.0847], [-0.7477, 0.6002, -0.4904], [-0.1509, -0.3415, 0.4823], [-1.8816, -0.0355, -1.0377], [-2.8900, -0.3053, -0.5111], [-0.1365, 2.7711, 0.2274], [-0.0466, -2.7310, 0.7654], [-2.3755, 2.2632, 0.1431], [-0.1895, -1.8458, -1.2831], [-4.2073, -0.9632, -0.1512], [-1.0437, -0.2623, 2.0458], [1.7219, 0.2714, 0.7980], [-0.1632, 0.6191, -1.4372], [0.7918, 2.2990, 0.3088], [-0.3969, 3.6354, 0.6706], [-0.1689, -2.4011, 1.8384], [0.2373, -3.6166, 0.5350], [2.2665, -0.0340, -0.4813]],
  "lowdin_spin": [0.00, 0.01, 0.06, 0.07, 0.18, 0.36, 0.00, 0.01, 0.00, 0.01, 0.41, 0.78, 0.09, 0.00, 0.00, 0.00, 0.00, 0.00, 0.01],
  "total_charge": 0,
  "e_homo_ev": [-6.83, -9.02],
  "multiplicity": 3,
  "total_energy_ha": -1719.9415,
  "molar_mass_g_mol": 238.3
}

***

# 3
{
  "formula": "C11H26Cl4O2S2",
  "method": "ωB97M-V/def2-TZVPD",
  "symbols": ["C", "S", "O", "C", "H", "H", "H", "H", "H", "H", "C", "S", "O", "C", "H", "H", "H", "H", "H", "H", "C", "Cl", "Cl", "Cl", "Cl", "C", "C", "C", "C", "C", "C", "H", "H", "H", "H", "H", "H", "H", "H", "H", "H", "H", "H", "H", "H"],
  "coordinates": [[17.3035, 14.4603, 17.8079], [16.2822, 14.9130, 19.2352], [15.2484, 13.8705, 19.5406], [17.6221, 14.8105, 20.4602], [17.9820, 15.2777, 17.5709], [16.6131, 14.2431, 16.9933], [17.9174, 13.5711, 17.9697], [18.4769, 15.3561, 20.0713], [17.8133, 13.7801, 20.7482], [17.1867, 15.3457, 21.3071], [10.2736, 19.7487, 20.7392], [10.3091, 17.9470, 21.0091], [11.3266, 17.6520, 22.0745], [8.6843, 17.8409, 21.8543], [11.2299, 20.2129, 20.9562], [9.5954, 20.2225, 21.4569], [9.8822, 19.9973, 19.7541], [8.7065, 16.8973, 22.3979], [7.8594, 17.9528, 21.1556], [8.6038, 18.5961, 22.6399], [15.0746, 17.5622, 24.6249], [15.9998, 18.9211, 25.2976], [16.1129, 16.7639, 23.3925], [14.7571, 16.4137, 25.8998], [13.5845, 18.1260, 23.8933], [15.4138, 18.2933, 17.7725], [14.8186, 19.3841, 18.6281], [15.7031, 19.7508, 19.8393], [15.1994, 20.9792, 20.5766], [16.1047, 21.5173, 21.6843], [17.3722, 22.1813, 21.1438], [15.3744, 17.3234, 18.2786], [16.4749, 18.5066, 17.6080], [14.9588, 18.1138, 16.7974], [14.6454, 20.3025, 18.0518], [13.8028, 19.1463, 18.9608], [16.6995, 19.9207, 19.4154], [15.7787, 18.8637, 20.4720], [14.8755, 21.7997, 19.9262], [14.2431, 20.6715, 21.0218], [15.4654, 22.2199, 22.2251], [16.4248, 20.7396, 22.3779], [18.0066, 22.4517, 21.9895], [17.9364, 21.5058, 20.5029], [17.1019, 23.0825, 20.5906]],
  "mulliken_charge": [-1.02, 0.60, -0.67, -0.28, 0.33, 0.34, 0.37, 0.33, 0.35, -0.30, -0.84, 0.48, -0.58, -1.01, 0.20, 0.36, 0.33, 0.35, 0.37, 0.32, 0.28, -0.11, -0.17, -0.11, 0.03, -0.97, -0.28, -0.29, -0.48, -0.36, -1.21, 0.00, 0.34, 0.40, 0.36, 0.14, 0.31, 0.17, 0.41, 0.03, 0.34, 0.18, 0.36, 0.31, 0.29],
  "total_charge": 0,
  "e_homo_ev": -8.79,
  "total_energy_ha": -3222.2369,
  "molar_mass_g_mol": 396.3
}